{"formula": "C2H3N2O3P", "method": "ωB97M-V/def2-TZVPD", "orbital_gap_ev": 10.33, "de_lowest_kcal_mol": 0.0, "energy_ev": -20534.125, "homo_energy_ha": -0.3733, "species": ["C", "C", "N", "N", "O", "O", "O", "P", "H", "H", "H"], "xyz": [[1.025731, 2.442249, -0.017206], [0.160530, 0.205995, -2.030417], [-0.404485, -0.483887, -1.274328], [0.836814, 2.220930, 1.122722], [1.306436, 2.562969, -1.133516], [0.188840, -0.254632, 1.596847], [-0.249906, -2.661940, 0.690982], [0.646879, -1.324646, 0.701353], [0.736500, 0.858784, -2.639133], [-1.012071, -2.875644, 1.172081], [0.212325, 1.556595, 1.522327]], "atomic_forces_ev_per_a": [[0.002, -0.873, -0.047], [-1.552, -1.887, 1.992], [1.203, 1.907, -2.401], [0.117, 1.299, 1.413], [0.488, 0.909, -1.859], [-0.671, -0.555, 0.425], [2.042, 0.398, -1.118], [0.511, -0.667, 0.155], [0.053, 0.154, -0.266], [-1.888, -0.027, 1.262], [-0.305, -0.657, 0.444]]}